## w
Computed, not measured: a structure of composition C4H8P2, with ωB97M-V/def2-TZVPD.

Calculated values
<S²>: 2.0099
LUMO (spin up / spin down): 0.80 / -1.76 eV
Kohn-Sham gap (spin up / spin down): 0.2700 / 0.2493 Ha
multiplicity: 3

Geometry (Å):
C 0.944 -0.899 -0.133
C -1.115 0.689 -0.181
C 2.045 -1.872 -0.156
C -1.454 2.101 0.059
P 0.435 0.542 -1.348
P -0.236 -0.319 1.164
H -1.992 0.278 -0.665
H 1.628 -2.892 -0.156
H 2.900 -1.834 0.627
H 2.688 -1.722 -0.990
H -2.442 2.210 -0.279
H -0.863 2.755 -0.573
H -1.439 2.410 1.135
H -1.099 -1.448 1.498



## x
Computed, not measured: a cluster of 2 separate species, C4H8P2 in total, with ωB97M-V/def2-TZVPD.

Calculated values
<S²>: 2.0064
LUMO (spin up / spin down): 0.65 / -2.22 eV
Kohn-Sham gap (spin up / spin down): 0.2506 / 0.2663 Ha
multiplicity: 3

Geometry (Å):
C 2.020 0.060 0.675
C -1.879 -0.463 0.312
C 2.523 -0.061 -0.685
C -1.541 0.734 -0.582
P 1.660 0.497 2.124
P -2.306 -0.366 1.894
H -2.121 -1.300 -0.363
H 3.632 -0.147 -0.610
H 2.056 0.724 -1.240
H 2.452 -0.985 -1.229
H -1.928 0.747 -1.681
H -0.453 0.553 -0.708
H -1.653 1.777 -0.162
H -2.463 -1.772 2.256



Energy ordering: w at the bottom, the next structure 49.9 kcal/mol above.



## w
Computed, not measured: a cluster of 5 separate species, C5H20NO6 in total, with ωB97M-V/def2-TZVPD.

Calculated values
charge: -1
LUMO: 3.47 eV
Kohn-Sham gap: 0.2990 Ha

Geometry (Å):
C -0.986 0.775 2.718
C -0.408 0.246 1.303
C 0.085 -1.278 1.371
C 1.094 -1.699 2.349
O -1.105 -2.067 1.651
N -1.433 0.377 0.227
C -0.912 -0.253 -1.128
O 0.373 0.312 -1.274
H -1.482 -0.113 3.242
H -0.224 1.414 3.056
H -1.881 1.336 2.246
H 0.432 1.145 1.026
H 0.451 -1.653 0.474
H 0.991 -1.119 3.304
H 1.227 -2.713 2.839
H 2.116 -1.693 1.935
H -1.899 -1.636 1.451
H -1.742 1.407 0.013
H -1.633 0.124 -1.851
H -0.787 -1.280 -0.971
H 2.667 -1.950 -1.235
H 1.579 -0.751 -0.971
O 1.905 -1.701 -0.848
H -1.596 2.112 -2.522
H -0.338 2.009 -3.308
O -1.343 1.790 -3.403
H 0.363 1.895 -0.998
H 0.984 3.255 -0.553
O 0.163 2.771 -0.516
H 1.000 0.215 -2.563
H 0.851 -0.968 -3.699
O 1.487 -0.313 -3.365



## x
Computed, not measured: a cluster of 6 separate species, C5H20NO6 in total, with ωB97M-V/def2-TZVPD.

Calculated values
charge: -1
LUMO: 3.33 eV
Kohn-Sham gap: 0.3278 Ha

Geometry (Å):
C -2.045 -1.739 -0.848
O -1.754 -0.560 -1.560
C -1.219 -1.970 0.405
C -1.408 -0.884 1.448
C -0.114 -0.289 1.921
C 0.739 -0.791 2.783
N 0.163 0.918 1.223
H -1.957 -2.630 -1.673
H -3.120 -1.667 -0.589
H -0.146 -2.036 0.177
H -1.217 -3.074 0.619
H -2.239 -0.118 1.036
H -1.870 -1.374 2.174
H 1.712 -0.441 3.105
H 0.682 -1.792 3.136
H 0.140 0.922 0.334
H 1.098 1.320 1.482
H 0.966 3.027 -1.302
H -0.047 3.519 -2.158
O 0.641 3.878 -1.502
H 0.430 -0.359 -3.021
H -0.717 -0.475 -1.613
O 0.791 -0.445 -2.185
H -0.498 2.630 1.741
H -0.523 3.888 0.813
O -0.639 3.593 1.738
H 2.821 -2.162 -0.931
H 1.496 -1.759 -1.854
O 2.186 -2.495 -1.588
H 1.373 0.835 -1.761
H 2.517 1.038 -0.599
O 1.757 1.492 -0.951



Energy ordering: x at the bottom, the next structure 25.8 kcal/mol above.